No. 1
Formula: CH31O17V
Source: the Open Molecules 2025 dataset
Level of theory: wB97M-V/def2-TZVPD

Properties
HOMO-LUMO gap ... 7.27 eV
Spin multiplicity ... 1
Energy relative to the best compared isomer or geometry (same formula, charge and spin) ... 0.0 kcal per mole
HOMO energy ... -9.65 eV

```
50
CH31O17V | the Open Molecules 2025 dataset | wB97M-V/def2-TZVPD
O 0.02 1.78 -2.24
V 1.30 0.97 -1.65
O 0.75 -0.50 -2.07
C -0.12 0.21 0.45
O 0.74 1.26 0.25
H 0.37 -0.74 0.53
H -0.75 0.32 -0.42
H -0.69 0.28 1.37
O 1.66 1.47 2.91
H 0.80 1.65 3.34
H 1.39 1.47 2.01
O 2.21 2.98 -1.53
H 2.66 3.64 -2.03
H 2.11 3.41 -0.66
O -2.61 -1.67 -0.22
H -3.36 -2.21 -0.45
H -2.05 -2.38 0.14
O 3.05 0.08 -0.88
H 3.54 -0.57 -1.42
H 2.94 -0.39 -0.04
O -1.03 3.85 -1.31
H -0.50 3.11 -1.71
H -1.11 3.67 -0.35
O 1.59 -3.90 1.38
H 1.79 -4.76 0.99
H 0.86 -3.67 0.77
O -2.21 1.05 -2.97
H -1.30 1.27 -2.72
H -2.25 1.03 -3.92
O -0.03 -1.86 2.82
H -0.21 -0.97 2.50
H 0.33 -2.28 2.03
O -1.04 -2.13 -2.47
H -1.59 -1.73 -1.84
H -0.24 -1.69 -2.28
O 2.74 -1.15 1.51
H 2.53 -0.93 2.42
H 3.00 -2.03 1.61
O -3.05 1.34 0.06
H -3.70 1.06 -0.60
H -2.27 0.85 -0.26
O -3.40 -0.95 2.61
H -2.72 -0.49 2.06
H -4.15 -0.66 2.15
O 2.31 -2.76 -1.13
H 1.85 -2.06 -1.59
H 1.86 -3.55 -1.47
O -1.05 3.23 1.39
H -0.33 3.62 1.84
H -0.64 2.43 1.08
```

No. 2
Formula: C16H21NO4
Source: the Open Molecules 2025 dataset
Level of theory: wB97M-V/def2-TZVPD

Properties
HOMO-LUMO gap ... 9.41 eV
Spin multiplicity ... 1
Energy relative to the best compared isomer or geometry (same formula, charge and spin) ... 14.9 kcal per mole
HOMO energy ... -8.91 eV
SMILES ... CCCCOc1ccc(C(=O)N2CCC[C@H]2C(=O)O)cc1

```
42
C16H21NO4 | the Open Molecules 2025 dataset | wB97M-V/def2-TZVPD
C -5.70 -2.66 -1.02
C -5.59 -1.15 -0.84
C -5.05 -0.78 0.55
C -4.89 0.73 0.70
O -3.96 1.28 -0.20
C -2.63 1.13 0.01
C -1.80 1.64 -0.99
C -0.43 1.57 -0.88
C 0.15 0.96 0.22
C -0.66 0.45 1.23
C -2.04 0.54 1.13
H -2.64 0.15 1.93
H -0.23 0.02 2.11
C 1.64 0.93 0.34
O 2.29 1.98 0.39
N 2.22 -0.27 0.38
C 1.56 -1.55 0.21
C 2.71 -2.54 0.05
H 2.44 -3.55 0.34
C 3.80 -1.93 0.94
H 4.79 -2.28 0.68
C 3.65 -0.44 0.65
H 3.94 0.20 1.50
C 4.53 -0.01 -0.55
O 5.27 -0.78 -1.11
O 4.43 1.26 -0.88
H 3.72 1.73 -0.36
H 3.60 -2.14 1.99
H 3.06 -2.55 -0.98
H 0.90 -1.52 -0.66
H 0.97 -1.80 1.09
H 0.20 1.99 -1.65
H -2.26 2.11 -1.85
H -4.62 0.99 1.74
H -5.83 1.23 0.46
H -5.74 -1.14 1.32
H -4.09 -1.28 0.70
H -6.57 -0.69 -0.97
H -4.92 -0.74 -1.60
H -4.73 -3.13 -0.91
H -6.09 -2.89 -2.01
H -6.37 -3.08 -0.28
```

No. 3
Formula: C27H48BrClN4O11P2S2
Source: the Open Molecules 2025 dataset
Level of theory: wB97M-V/def2-TZVPD

Properties
HOMO-LUMO gap ... 8.55 eV
Spin multiplicity ... 1
HOMO energy ... -8.71 eV
SMILES ... CCCO[C@@]1(C[C@H](C)O)[C@](Cl)(CCSc2nnco2)[C@H](c2ccccn2)OS(=O)(=O)[C@]1([PH2]=N)P(O)Br.COCCOC.COCCOC

```
96
C27H48BrClN4O11P2S2 | the Open Molecules 2025 dataset | wB97M-V/def2-TZVPD
C 5.86 0.49 -1.40
C 4.89 1.67 -0.97
C 3.62 1.11 -0.16
O 2.48 1.87 -0.52
C 1.17 1.32 -0.39
C 0.97 -0.06 0.27
C 1.55 -0.38 1.70
C 2.27 -1.81 1.64
O 0.47 -0.52 2.66
C 0.39 2.54 0.34
Cl 1.19 2.77 2.00
C -1.13 2.22 0.64
C -1.54 2.24 2.18
S -3.39 1.89 2.19
C -4.11 3.53 2.04
N -4.72 4.10 0.95
N -5.18 5.31 1.22
C -4.88 5.61 2.53
O -4.23 4.51 2.99
C 0.66 3.94 -0.34
C -0.35 5.10 0.11
C -1.22 5.60 -0.93
C -2.16 6.68 -0.52
C -2.01 7.05 0.89
C -1.06 6.47 1.80
N -0.22 5.48 1.39
O 0.76 3.95 -1.78
S -0.10 2.79 -2.53
O -1.54 2.83 -2.34
O 0.17 2.94 -3.96
C 0.67 1.20 -1.94
P 2.08 0.97 -3.19
N 3.05 -0.27 -2.97
P -0.65 -0.11 -2.29
O -1.41 0.26 -3.76
Br 0.27 -2.16 -2.74
H 5.35 -0.51 -1.38
H 6.24 0.62 -2.45
H 6.77 0.46 -0.74
H 4.55 2.25 -1.86
H 5.46 2.35 -0.28
H 3.87 1.31 0.93
H 3.62 0.01 -0.32
H -0.11 -0.37 0.38
H 1.40 -0.85 -0.41
H 2.33 0.33 2.08
H 1.68 -2.46 0.94
H 3.26 -1.63 1.13
H 2.42 -2.25 2.66
H 0.43 -1.47 2.89
H -1.47 1.22 0.26
H -1.85 2.94 0.15
H -1.45 3.25 2.65
H -1.09 1.41 2.78
H -5.14 6.54 3.06
H 1.66 4.29 0.04
H -1.27 5.28 -1.99
H -2.88 7.16 -1.22
H -2.70 7.83 1.28
H -1.04 6.83 2.86
H 2.79 2.22 -3.21
H 1.46 0.81 -4.47
H 2.74 -0.74 -2.12
H -2.11 -0.42 -3.80
C 2.23 -5.67 -3.76
O 0.89 -5.34 -4.08
C 0.75 -4.88 -5.42
C 0.17 -5.96 -6.31
O 1.09 -7.04 -6.48
C 0.75 -8.16 -5.68
H 2.24 -6.19 -2.80
H 2.68 -6.32 -4.52
H 2.83 -4.76 -3.66
H 1.70 -4.51 -5.81
H 0.05 -4.03 -5.39
H 0.00 -5.54 -7.31
H -0.79 -6.32 -5.93
H -0.12 -8.67 -6.11
H 0.55 -7.88 -4.65
H 1.60 -8.85 -5.70
C -4.68 -2.39 5.08
O -4.02 -2.39 6.33
C -3.05 -3.42 6.44
C -1.64 -2.88 6.25
O -1.44 -2.42 4.92
C -1.50 -1.01 4.80
H -5.26 -1.47 5.00
H -3.97 -2.43 4.25
H -5.37 -3.24 5.02
H -3.25 -4.23 5.73
H -3.13 -3.84 7.45
H -0.92 -3.68 6.43
H -1.43 -2.08 6.97
H -0.60 -0.56 5.24
H -2.39 -0.60 5.30
H -1.54 -0.75 3.75
```

No. 4
Formula: C26H30Cl3FeGe2N4S2Te
Source: the Open Molecules 2025 dataset
Level of theory: wB97M-V/def2-TZVPD

Properties
HOMO-LUMO gap (spin up / spin down) ... 6.42 / 6.39 eV
Spin multiplicity ... 2
Energy relative to the best compared isomer or geometry (same formula, charge and spin) ... 0.0 kcal per mole
<S²> ... 0.8477
HOMO energy (spin up / spin down) ... -7.92 / -7.93 eV

```
69
C26H30Cl3FeGe2N4S2Te | the Open Molecules 2025 dataset | wB97M-V/def2-TZVPD
Fe 0.57 -0.99 -0.66
C 3.27 0.11 -2.31
C 3.56 -0.16 -0.88
C 4.86 0.14 -0.40
C 5.17 -0.01 0.90
C 4.17 -0.47 1.79
C 4.42 -0.62 3.17
C 3.44 -1.06 4.01
C 2.17 -1.37 3.49
C 1.92 -1.24 2.15
S 0.33 -1.64 1.51
C 2.90 -0.78 1.25
N 2.60 -0.62 -0.09
H 4.16 0.46 -2.83
H 2.51 0.89 -2.39
H 2.91 -0.78 -2.81
H 5.59 0.50 -1.11
H 6.15 0.23 1.28
H 5.40 -0.38 3.54
H 3.63 -1.17 5.07
H 1.38 -1.73 4.14
Cl 1.07 0.25 -4.72
Ge 0.07 -0.49 -2.93
Cl 1.04 -2.61 -2.52
Cl -1.88 -0.87 -3.77
C -3.65 2.75 0.60
C -3.24 1.28 0.58
C -2.23 0.92 1.66
C -0.86 1.61 1.54
Ge 0.18 1.39 -0.12
C -0.54 2.47 -1.60
C -0.62 3.98 -1.33
C 0.50 4.79 -2.00
C 1.90 4.42 -1.53
H -4.38 2.97 -0.18
H -2.80 3.42 0.44
H -4.10 3.01 1.56
H -2.83 1.02 -0.41
H -4.12 0.66 0.71
H -2.09 -0.16 1.67
H -2.65 1.17 2.64
H -0.20 1.30 2.35
H -0.96 2.70 1.64
H 1.59 1.93 0.24
H -1.52 2.05 -1.82
H 0.08 2.29 -2.48
H -0.61 4.19 -0.25
H -1.58 4.36 -1.69
H 0.32 5.85 -1.82
H 0.43 4.64 -3.08
H 1.99 4.52 -0.44
H 2.65 5.07 -1.99
H 2.15 3.39 -1.79
N -1.31 -1.42 -0.71
C -2.39 -1.80 -0.54
C -3.67 -2.27 -0.34
C -4.38 -2.87 -1.41
N -4.95 -3.35 -2.29
C -4.12 -2.37 1.00
N -4.46 -2.43 2.10
Te 0.87 -4.05 1.23
C -0.96 -4.74 0.60
C -2.03 -5.07 1.40
C -3.11 -5.60 0.66
C -2.84 -5.68 -0.68
S -1.30 -5.08 -1.06
H -2.03 -4.92 2.47
H -4.06 -5.90 1.09
H -3.49 -6.02 -1.46
```